{
  "formula": "C57H73IN6O5STi",
  "method": "ωB97M-V/def2-TZVPD",
  "elements": ["I", "Ti", "S", "O", "O", "O", "O", "O", "N", "N", "N", "N", "N", "N", "C", "C", "C", "C", "C", "C", "C", "C", "C", "C", "C", "C", "C", "C", "C", "C", "C", "C", "C", "C", "C", "C", "C", "C", "C", "C", "C", "C", "C", "C", "C", "C", "C", "C", "C", "C", "C", "C", "C", "C", "C", "C", "C", "C", "C", "C", "C", "C", "C", "C", "C", "C", "C", "C", "C", "C", "C", "H", "H", "H", "H", "H", "H", "H", "H", "H", "H", "H", "H", "H", "H", "H", "H", "H", "H", "H", "H", "H", "H", "H", "H", "H", "H", "H", "H", "H", "H", "H", "H", "H", "H", "H", "H", "H", "H", "H", "H", "H", "H", "H", "H", "H", "H", "H", "H", "H", "H", "H", "H", "H", "H", "H", "H", "H", "H", "H", "H", "H", "H", "H", "H", "H", "H", "H", "H", "H", "H", "H", "H", "H"],
  "xyz": [[-4.518095, 0.120173, 1.078238], [-1.352877, 1.483435, 0.964259], [2.185256, 1.668834, 1.663563], [-2.219308, 1.638885, -0.772709], [0.552202, 4.719581, 2.130907], [-0.416426, 2.701402, 2.121109], [2.087507, 1.980457, -5.233410], [-1.777789, 0.364211, 2.536857], [0.260164, 2.306487, -0.944957], [2.825048, 0.237758, -4.007516], [-1.981754, 3.304299, 4.198998], [1.046663, 0.699930, 1.132070], [-2.972476, 2.679154, 1.301657], [-1.276345, -0.354892, 0.235400], [-4.703735, 2.158467, -2.533991], [1.580004, -4.149695, 1.997459], [0.989190, -5.527376, 2.328810], [-2.329661, -3.119910, -3.853103], [4.257464, 0.316045, 0.390395], [3.582177, 1.521601, 0.551140], [0.499606, -3.072154, 2.100293], [-2.209951, 0.586316, -1.616061], [-3.929552, 4.863976, 1.219907], [-1.373325, -0.184080, 5.531528], [-1.663971, -2.927209, -5.223645], [-2.236935, -1.821025, -3.046157], [-0.159425, 3.881690, 2.643276], [1.724073, 3.504964, -2.968000], [-2.526909, 2.993960, -3.463200], [1.547809, 2.125939, -2.959415], [1.208859, 4.261685, -1.937960], [0.051972, -2.345007, 1.003166], [2.143121, 1.407666, -4.152249], [4.770643, 0.652728, 4.662595], [-2.790582, -0.649242, -3.567115], [-1.248564, -2.626348, 5.910001], [-3.808493, -3.492064, -4.045979], [-5.342483, 2.973473, 1.465722], [5.243631, 0.216722, -0.576707], [2.687901, -0.500898, 5.021581], [-4.026530, 1.594685, -4.857652], [-2.855016, 4.007600, 1.151665], [-1.667184, -1.777380, -1.780388], [-0.072434, -2.783348, 3.334582], [2.709224, -3.824469, 2.988358], [4.254847, 1.243242, 3.520205], [2.161734, 0.086951, 3.877898], [-0.800385, 4.136427, 3.988240], [-0.803336, -1.259775, 1.182783], [0.777648, 1.577670, -1.939600], [-4.210043, 2.175220, 1.379597], [2.192679, -4.209075, 0.598225], [-1.658186, -1.554230, 4.901316], [3.991660, -0.226088, 5.408895], [-1.642676, -0.574115, -1.078245], [-3.168554, -1.678098, 4.650459], [4.979804, 0.095737, -5.200060], [4.863660, 2.509672, -1.218316], [3.885359, 2.622107, -0.235302], [2.954499, 0.937654, 3.128372], [-1.632753, -4.283385, -3.143694], [3.506547, -0.291493, -5.189255], [-5.191095, 4.342729, 1.425566], [0.500453, 3.616954, -0.936403], [-3.508156, 1.810122, -3.437045], [-1.191810, -0.851556, 2.475456], [1.946254, -1.759879, -2.826861], [2.917172, -0.587692, -2.807618], [5.534753, 1.308536, -1.392432], [-0.946564, -1.721379, 3.553966], [-2.810692, 0.564150, -2.879234], [-4.314548, -3.540038, -3.077931], [-2.212458, 3.253964, 5.181794], [-3.251685, -0.696235, -4.546064], [2.259071, 3.956108, -3.793967], [-1.697360, 0.612903, 4.872136], [-4.784303, 0.807173, -4.898211], [1.443068, -0.201430, 0.873121], [2.129749, -2.402951, -3.691676], [3.009045, -4.937042, 0.590979], [-6.053996, 4.993078, 1.505581], [5.786788, 0.870794, 4.968490], [0.190324, -3.414888, 4.174937], [-1.865123, 4.397430, 0.964546], [2.071612, -2.370895, -1.927833], [-1.658862, -3.869241, -5.781529], [5.786564, -0.714345, -0.695982], [-2.116666, -4.523567, -2.192598], [-3.520282, -0.859921, 4.016875], [-3.216300, 1.337330, -5.545346], [2.072980, -1.181730, 5.600316], [0.539154, -5.535009, 3.324931], [1.464012, -4.521828, -0.154982], [6.293135, 1.219634, -2.161998], [3.350094, 3.553558, -0.083556], [-2.140639, 3.206448, -2.467789], [-3.772408, 5.925443, 1.086738], [-1.292536, -2.672690, -1.302330], [-1.916288, -0.093767, 6.479235], [-1.438237, -3.634399, 5.533673], [4.408018, -0.697396, 6.290923], [1.767898, -6.297567, 2.300350], [3.011719, 0.113167, -6.064744], [2.360174, -3.851840, 4.023417], [1.151049, -0.127473, 3.549811], [-4.489857, 2.518761, -5.213338], [-5.398029, 1.315846, -2.471462], [-2.186843, -2.180773, -5.825638], [-4.329041, -2.754895, -4.662287], [2.608288, -3.238707, 0.305851], [4.861291, 1.923046, 2.932643], [-3.401110, -2.621308, 4.147847], [-1.680792, 2.778965, -4.123240], [0.911362, -1.419565, -2.876246], [-3.898782, -4.469385, -4.532319], [5.498460, -0.286386, -4.316398], [-0.191863, -2.544265, 6.182512], [0.213559, -5.793587, 1.606108], [1.336347, 5.336594, -1.909473], [0.129359, 4.175467, -0.085162], [-1.837460, -2.498390, 6.821910], [-1.682687, -5.174434, -3.775018], [-5.240482, 3.025380, -2.935725], [-0.577025, -4.064415, -2.954490], [-3.034757, 3.889691, -3.836573], [4.019669, -0.532149, 1.027332], [-0.628900, -2.594611, -5.101921], [0.408334, -2.557050, 0.001256], [3.940215, -0.962990, -2.749630], [5.078076, 1.183347, -5.216071], [3.524428, -4.549547, 2.886090], [-1.062905, 5.190887, 4.023349], [0.521522, 0.527504, -1.927595], [-0.305725, -0.057369, 5.737763], [-4.364776, 2.400114, -1.524967], [5.100168, 3.360134, -1.845893], [0.000106, 3.973708, 4.720173], [-1.792534, 2.361496, 3.880581], [3.392674, -1.375911, -5.198797], [-3.717611, -1.640202, 5.598045], [3.111196, -2.824488, 2.797977], [5.474593, -0.308613, -6.086134], [2.768062, 0.027788, -1.926509], [-6.314812, 2.510100, 1.543902]],
  "forces_ev_per_angstrom": [[-0.39, 0.21, 0.17], [2.62, -2.57, -1.41], [0.05, -0.11, -0.03], [-0.34, -0.43, 0.10], [0.13, 0.14, -0.23], [0.30, 1.39, 0.23], [0.01, -0.01, 0.03], [0.44, 0.14, -0.21], [0.17, 0.48, 0.14], [-0.18, -0.11, 0.02], [0.03, 0.17, 0.04], [0.18, 0.42, 0.45], [-1.95, 0.77, -0.06], [0.44, 0.18, 0.09], [0.02, 0.04, 0.02], [-0.05, -0.02, -0.02], [0.00, -0.01, 0.03], [0.03, 0.04, 0.03], [0.05, -0.04, 0.05], [-0.07, 0.04, -0.08], [-0.06, 0.00, -0.17], [-0.16, 0.23, 0.06], [0.20, 0.26, -0.13], [0.04, -0.07, 0.10], [0.03, -0.01, -0.01], [-0.03, -0.04, 0.02], [-0.28, -0.52, -0.08], [0.08, 0.11, -0.06], [0.01, 0.00, -0.05], [-0.08, -0.21, -0.06], [-0.02, 0.08, -0.05], [0.03, 0.04, -0.28], [0.17, 0.05, 0.06], [-0.01, 0.00, 0.02], [0.00, 0.09, -0.08], [-0.03, -0.03, 0.06], [0.00, -0.01, 0.01], [0.05, -0.15, 0.21], [0.05, 0.03, 0.05], [0.02, -0.02, 0.04], [-0.03, -0.02, -0.04], [-0.02, 0.02, 0.27], [0.08, -0.13, 0.04], [0.01, -0.07, 0.13], [0.04, -0.02, -0.01], [-0.09, 0.05, -0.05], [0.01, -0.05, 0.00], [-0.16, -0.28, 0.15], [-0.42, -0.02, 0.03], [-0.05, 0.04, 0.02], [-0.08, -0.30, -0.19], [0.08, -0.04, -0.03], [0.05, 0.16, -0.01], [-0.03, -0.01, 0.00], [-0.19, -0.13, 0.43], [-0.07, 0.07, -0.04], [0.01, 0.03, -0.01], [0.01, -0.04, 0.00], [-0.01, -0.01, -0.02], [-0.04, -0.06, -0.04], [0.00, -0.02, -0.01], [0.02, 0.09, 0.09], [-0.20, 0.05, -0.02], [-0.08, -0.07, 0.00], [0.10, 0.00, 0.12], [-0.07, -0.26, -0.16], [0.02, -0.08, 0.00], [-0.12, 0.07, -0.16], [0.03, -0.02, 0.06], [-0.18, 0.28, 0.22], [0.00, 0.17, -0.11], [0.01, -0.03, -0.06], [-0.02, 0.02, 0.04], [0.04, 0.03, 0.06], [0.00, -0.01, 0.03], [0.02, 0.03, -0.02], [0.04, 0.04, -0.01], [-0.21, -0.15, 0.08], [-0.04, 0.02, 0.05], [-0.05, 0.02, -0.02], [0.03, -0.04, -0.03], [-0.04, 0.00, -0.01], [-0.03, 0.07, -0.06], [0.07, -0.04, 0.09], [-0.03, 0.04, -0.04], [-0.03, 0.06, 0.02], [-0.04, 0.05, -0.03], [0.06, 0.03, -0.04], [0.02, -0.07, 0.02], [-0.05, 0.01, 0.02], [0.04, 0.02, -0.03], [0.04, -0.01, -0.07], [0.02, 0.06, 0.02], [-0.03, 0.02, 0.05], [0.02, -0.06, -0.03], [0.00, -0.01, 0.00], [0.03, -0.03, 0.06], [0.00, 0.06, -0.06], [0.06, -0.01, -0.06], [0.01, 0.03, 0.03], [-0.03, 0.02, -0.02], [-0.06, 0.06, 0.00], [-0.06, -0.03, -0.08], [0.02, 0.02, -0.07], [0.00, -0.03, -0.02], [0.02, -0.04, 0.01], [0.01, 0.05, -0.01], [0.04, -0.03, 0.04], [0.03, -0.04, 0.05], [-0.03, -0.06, 0.00], [0.00, -0.04, 0.01], [0.00, 0.04, 0.06], [-0.04, 0.02, 0.02], [-0.06, -0.01, 0.03], [0.01, 0.09, 0.01], [-0.01, 0.02, -0.05], [-0.05, -0.04, -0.03], [0.02, 0.00, 0.04], [0.02, -0.05, 0.03], [0.02, -0.01, 0.00], [0.04, 0.01, -0.02], [0.00, 0.03, 0.03], [0.03, -0.07, 0.01], [-0.06, -0.01, 0.00], [0.04, -0.05, -0.01], [0.02, 0.06, -0.06], [-0.04, -0.03, -0.02], [0.02, 0.02, 0.08], [0.03, 0.03, 0.01], [0.00, -0.05, -0.01], [-0.08, 0.05, 0.03], [0.00, 0.10, 0.04], [0.08, -0.08, 0.07], [-0.05, 0.01, -0.02], [-0.02, -0.02, -0.04], [-0.02, -0.02, 0.01], [0.04, 0.01, 0.10], [0.03, -0.08, -0.03], [-0.01, -0.03, 0.02], [0.05, -0.01, -0.07], [-0.01, -0.04, 0.03], [-0.01, 0.02, 0.06], [-0.04, 0.10, 0.06], [0.02, 0.00, 0.01]],
  "relative_energy_kj_mol": 92.42,
  "total_energy_ha": -4466.0878,
  "gap_ev": 6.3136,
  "total_charge": 0
}